Record 1
One molecule with the formula C3H7NO2, computed with the ωB97M-V functional and the def2-TZVPD basis.

Positions of all 13 atoms, in Å:
N: 0.910 1.422 0.611
C: 0.483 1.223 -0.671
O: 0.809 1.956 -1.588
C: -0.470 0.057 -0.925
C: -0.896 -0.793 0.258
O: 0.284 -1.351 0.825
H: 0.881 0.651 1.260
H: 1.658 2.093 0.712
H: 0.021 -0.583 -1.666
H: -1.352 0.480 -1.415
H: -1.442 -0.189 0.998
H: -1.575 -1.584 -0.093
H: 0.080 -1.723 1.686

Computed properties:
- SMILES: NC(=O)CCO
- Energy relative to the best compared isomer or geometry (same formula, charge and spin): 0.5638 eV
- HOMO energy: -9.61 eV

Atomic partial charges in e from the Mulliken method, atoms 1 to 8: atom 1 (N): -0.359, atom 2 (C): 0.324, atom 3 (O): -0.627, atom 4 (C): -0.303, atom 5 (C): -0.521, atom 6 (O): -0.554, atom 7 (H): 0.239, atom 8 (H): 0.260

Record 2
C21H47BGaN7O3P as an isolated structure, computed with the ωB97M-V functional and the def2-TZVPD basis.

Positions of all 81 atoms, in Å:
C: -0.385 -4.515 1.665
C: -1.231 -3.665 0.707
C: -1.054 -2.143 0.842
C: 0.143 -1.517 0.114
C: 1.423 -2.353 0.180
Ga: 0.459 0.343 0.848
N: -1.238 1.222 1.084
B: 1.401 0.310 2.775
N: 0.711 0.817 3.962
O: 2.652 -0.220 3.075
P: 1.768 1.634 -0.746
N: 0.993 2.768 -1.509
O: 3.132 2.251 0.003
O: 2.608 0.631 -1.732
H: 0.423 -5.050 1.164
H: 0.095 -3.895 2.428
H: -0.989 -5.261 2.185
H: -1.034 -3.964 -0.330
H: -2.287 -3.892 0.887
H: -1.022 -1.908 1.916
H: -1.961 -1.655 0.471
H: -0.125 -1.401 -0.948
H: 1.276 -3.364 -0.221
H: 2.200 -1.879 -0.430
H: 1.815 -2.442 1.198
H: -1.826 0.959 0.295
H: -1.120 2.226 0.972
H: 1.102 1.697 4.284
H: -0.255 1.022 3.722
H: 3.209 -0.232 2.294
H: 1.391 3.699 -1.468
H: 2.853 2.934 0.620
H: 3.326 1.109 -2.165
C: -5.206 2.656 -0.659
C: -5.161 4.113 -1.104
C: -3.740 4.566 -1.452
C: -2.818 4.447 -0.324
N: -2.045 4.295 0.513
H: -4.612 2.500 0.242
H: -6.230 2.344 -0.448
H: -4.809 2.000 -1.436
H: -5.559 4.758 -0.317
H: -5.783 4.263 -1.989
H: -3.733 5.603 -1.785
H: -3.342 3.959 -2.268
C: 1.558 -4.290 -3.364
C: 0.522 -4.787 -4.360
C: -0.839 -5.044 -3.702
C: -0.779 -6.107 -2.697
N: -0.734 -6.973 -1.941
H: 1.738 -5.027 -2.579
H: 2.511 -4.081 -3.850
H: 1.217 -3.372 -2.881
H: 0.856 -5.706 -4.847
H: 0.379 -4.044 -5.146
H: -1.579 -5.349 -4.444
H: -1.206 -4.135 -3.221
C: 3.290 -1.405 6.065
C: 2.908 -2.232 7.282
C: 3.609 -3.594 7.339
C: 3.304 -4.471 6.208
N: 3.077 -5.167 5.320
H: 2.984 -1.881 5.134
H: 2.808 -0.429 6.083
H: 4.371 -1.248 6.025
H: 1.827 -2.384 7.308
H: 3.176 -1.702 8.199
H: 3.333 -4.132 8.248
H: 4.693 -3.453 7.360
C: 0.066 4.854 -5.151
C: -0.147 6.352 -4.980
C: -1.226 6.673 -3.939
C: -2.531 6.115 -4.294
N: -3.543 5.612 -4.509
H: -0.841 4.368 -5.514
H: 0.862 4.656 -5.868
H: 0.341 4.382 -4.205
H: -0.423 6.810 -5.932
H: 0.778 6.830 -4.653
H: -1.344 7.749 -3.807
H: -0.948 6.249 -2.970

Computed properties:
- HOMO energy: -4.40 eV
- Total charge: -1

Atomic partial charges in e from the Mulliken method, atoms 1 to 8: atom 1 (C): -1.174, atom 2 (C): -0.176, atom 3 (C): -0.984, atom 4 (C): 0.981, atom 5 (C): -1.227, atom 6 (Ga): -0.986, atom 7 (N): -0.401, atom 8 (B): 0.795

Record 3
One molecule with the formula CHI2NO in a non-equilibrium geometry, computed with the ωB97M-V functional and the def2-TZVPD basis.

Positions of all 6 atoms, in Å:
C: -1.579 -0.169 -0.267
N: 2.000 -0.036 0.844
O: -2.299 -1.037 -0.631
I: 0.603 -1.072 -0.082
I: 2.937 1.461 -0.143
H: -1.662 0.853 0.278

Computed properties:
- Energy relative to the best compared isomer or geometry (same formula, charge and spin): 3.5702 eV
- HOMO energy (spin up / spin down): -7.91 / -7.91 eV

The net atomic charges from Mulliken, expressed in e, are: atom 1 (C): 0.079, atom 2 (N): -0.531, atom 3 (O): -0.311, atom 4 (I): 0.364, atom 5 (I): 0.050, atom 6 (H): 0.348

Repeat the third record exactly.
One molecule with the formula CHI2NO in a non-equilibrium geometry, computed with the ωB97M-V functional and the def2-TZVPD basis.

Positions of all 6 atoms, in Å:
C: -1.579 -0.169 -0.267
N: 2.000 -0.036 0.844
O: -2.299 -1.037 -0.631
I: 0.603 -1.072 -0.082
I: 2.937 1.461 -0.143
H: -1.662 0.853 0.278

Computed properties:
- Energy relative to the best compared isomer or geometry (same formula, charge and spin): 3.5702 eV
- HOMO energy (spin up / spin down): -7.91 / -7.91 eV

The net atomic charges from Mulliken, expressed in e, are: atom 1 (C): 0.079, atom 2 (N): -0.531, atom 3 (O): -0.311, atom 4 (I): 0.364, atom 5 (I): 0.050, atom 6 (H): 0.348